Entry 1:
Computed, not measured: C44H32BrN9O4RuS as an isolated structure in a non-equilibrium geometry, with wB97M-V/def2-TZVPD.

XYZ file:
```
92
Properties=species:S:1:pos:R:3:forces:R:3:mulliken_charge:R:1
Ru 0.1173 -0.1937 -0.1278 -0.12 -1.44 -1.06 0.137
O 0.7819 -3.9435 -0.2093 0.08 0.03 -0.06 -0.665
C -0.1657 -4.4855 0.5816 -0.37 -0.16 0.28 0.415
C 0.0330 -5.8077 0.9832 0.07 0.10 -0.11 -0.571
C -0.9057 -6.4635 1.7529 0.01 0.01 0.01 -0.483
C -2.0697 -5.8155 2.1436 -0.13 -0.02 0.12 -0.714
C -2.2666 -4.4998 1.7708 0.07 -0.04 -0.02 -0.561
C -1.3247 -3.8133 1.0074 0.17 0.36 -0.24 0.223
C -1.6120 -2.3391 0.7139 -0.39 -0.57 0.34 0.232
O -0.9982 -1.8271 -0.4143 0.99 0.95 0.05 -0.644
N -1.2455 -1.5492 1.9065 0.04 0.01 -0.15 -0.550
N -0.5905 -0.3973 1.7479 -0.07 0.10 0.77 0.863
C -0.2287 0.3143 2.7665 -0.31 -0.34 -0.05 -0.070
C 0.5638 1.5003 2.6615 0.62 0.52 -0.42 -0.559
Br 1.4411 1.7507 0.9194 -0.05 0.13 0.40 -0.036
C 0.8170 2.4407 3.5861 -0.01 -0.21 -0.46 -0.672
C 0.2225 2.5964 4.9039 -0.13 0.06 0.52 0.661
C 0.9278 3.3627 5.8423 0.04 -0.11 -0.20 -0.566
C 0.4354 3.5562 7.1181 -0.06 0.02 0.14 -0.684
C -0.7853 3.0045 7.4845 0.06 0.01 -0.10 -0.394
C -1.5155 2.2765 6.5554 -0.07 -0.02 0.10 -0.811
C -1.0235 2.0762 5.2786 0.10 0.08 -0.20 -0.170
H 0.4545 -3.0992 -0.5467 -0.01 0.20 -0.05 0.211
H 0.9369 -6.3028 0.6533 -0.01 -0.01 -0.01 0.457
H -0.7384 -7.4933 2.0391 0.02 -0.01 -0.01 0.404
H -2.8209 -6.3336 2.7235 0.02 0.00 0.01 0.411
H -3.1770 -3.9896 2.0686 -0.02 0.01 -0.03 0.413
H -2.7043 -2.2395 0.5956 0.14 0.01 -0.07 0.377
H -1.3559 -1.9462 2.8282 0.07 0.04 0.06 0.403
H -0.4902 -0.0169 3.7670 -0.04 -0.01 0.00 0.849
H 1.5536 3.1927 3.3250 -0.01 0.01 -0.02 0.389
H 1.8774 3.7981 5.5550 0.02 0.00 0.04 0.461
H 0.9940 4.1462 7.8318 0.04 0.00 -0.02 0.410
H -1.1764 3.1613 8.4802 0.00 0.00 0.01 0.394
H -2.4837 1.8778 6.8276 0.00 -0.01 -0.03 0.403
H -1.6417 1.5703 4.5493 -0.03 -0.03 0.02 0.471
C 5.1361 4.6959 4.0501 0.01 0.05 -0.01 -0.580
O 5.8073 3.5999 4.6298 0.01 0.02 0.20 -0.434
C 6.1230 2.5466 3.8388 0.09 -0.24 -0.26 0.808
C 6.8315 1.5051 4.4538 -0.04 0.17 0.11 -0.624
C 7.1974 0.3886 3.7465 -0.06 -0.06 -0.13 -0.236
C 6.8375 0.2558 2.3898 -0.11 0.81 -0.41 -0.007
C 6.1477 1.3186 1.7721 0.14 -0.30 0.03 -0.611
C 5.7996 2.4490 2.4860 -0.13 0.22 0.15 -0.280
N 7.1675 -0.8880 1.7319 -0.06 -1.35 1.04 -0.723
N 6.7760 -1.1850 0.5594 0.36 1.00 -1.07 -0.346
C 5.5425 -1.3268 0.0848 -0.20 -0.39 0.36 -0.050
C 5.3262 -1.2560 -1.3093 0.23 0.03 0.17 -0.741
C 4.0679 -1.0660 -1.8307 -0.56 0.05 0.07 -0.793
C 2.9273 -0.9890 -1.0083 0.76 -0.13 0.11 0.386
O 1.7529 -0.6673 -1.4764 -0.97 0.22 0.36 -0.293
C 3.0989 -1.3188 0.3751 0.19 0.01 -0.02 0.141
N 1.9755 -1.4409 1.1158 -0.30 0.21 0.05 1.062
C 2.0731 -1.8128 2.3740 0.02 -0.05 -0.05 -0.244
C 3.2926 -2.0613 3.0012 0.09 -0.04 -0.04 -1.782
C 4.4535 -1.8932 2.2783 -0.12 -0.07 0.17 -0.469
C 4.3846 -1.5100 0.9356 -0.13 0.11 -0.20 0.563
H 4.9609 5.4001 4.8592 -0.02 0.01 -0.03 0.250
H 4.1782 4.3912 3.6145 0.00 0.02 -0.01 0.054
H 5.7444 5.1797 3.2816 -0.02 -0.03 -0.03 0.391
H 7.0868 1.6173 5.4994 0.02 -0.04 0.00 0.435
H 7.7490 -0.4126 4.2195 0.02 -0.01 -0.01 0.472
H 5.9050 1.2509 0.7197 0.00 0.01 0.00 0.444
H 5.2849 3.2549 1.9791 0.02 -0.02 0.01 0.464
H 6.1951 -1.2571 -1.9534 0.01 0.04 0.01 0.430
H 3.9318 -0.9264 -2.8953 0.02 0.02 -0.01 0.488
H 1.1467 -1.9506 2.9233 0.00 0.02 -0.01 0.637
H 3.3133 -2.3836 4.0323 0.01 -0.01 0.00 0.492
H 5.4106 -2.0877 2.7413 0.04 0.05 -0.04 0.697
S -6.0337 2.2515 -4.3854 0.13 -0.04 0.08 0.180
N -5.5022 2.8145 -2.9727 -0.13 0.18 0.09 -0.685
C -4.3702 2.1911 -2.7046 -0.03 -0.30 -0.46 0.969
C -3.5686 2.3619 -1.5208 0.32 -0.06 0.25 0.327
C -3.9196 3.2368 -0.4927 0.01 -0.06 -0.05 -0.561
C -3.1239 3.2973 0.6273 0.00 0.01 -0.01 -1.125
C -2.0054 2.4722 0.6921 -0.10 0.10 0.04 0.065
N -1.6517 1.6446 -0.2769 0.12 -0.23 -0.13 0.441
C -2.4008 1.5873 -1.3909 -0.32 0.39 0.31 -0.213
C -1.9777 0.6828 -2.4529 -0.06 -0.34 -0.64 -0.499
N -0.8061 0.0393 -2.3154 -0.01 0.19 0.29 0.047
C -0.4280 -0.8248 -3.2412 0.11 -0.10 -0.21 -0.188
C -1.1987 -1.1205 -4.3640 -0.08 0.11 -0.02 -0.984
C -2.3868 -0.4552 -4.5428 -0.01 0.03 0.03 -0.612
C -2.7839 0.4824 -3.5869 0.35 -0.12 0.21 0.426
C -3.9960 1.2525 -3.7089 -0.28 0.38 0.29 0.842
N -4.8575 1.1987 -4.7070 -0.03 -0.12 -0.22 -0.660
H -4.8109 3.8401 -0.6013 -0.01 0.01 0.03 0.561
H -3.3552 3.9579 1.4505 0.01 0.01 0.00 0.499
H -1.3768 2.4970 1.5723 0.02 -0.02 -0.01 0.181
H 0.5338 -1.2948 -3.0897 -0.04 0.01 0.10 0.531
H -0.8533 -1.8553 -5.0762 0.03 0.00 0.01 0.488
H -3.0254 -0.6360 -5.3971 0.02 0.01 -0.03 0.540
```
Forces are in eV/Å.

Its multiplicity is 6. As for the HOMO-LUMO gap (spin up / spin down): 4.68 / 5.90 eV. The calculation puts the total energy at -5556.4508 Ha. The calculation puts the energy above the lowest of the compared OMol25 structures with the same formula, charge and spin at 95.6 kJ/mol. The charge is +1.

***

Entry 2:
Computed, not measured: C32H36BrO4TeY as an isolated structure, with wB97M-V/def2-TZVPD.

XYZ file:
```
75
Properties=species:S:1:pos:R:3:forces:R:3:mulliken_charge:R:1
Y 0.1326 -0.2507 0.0271 -0.53 0.75 -0.19 0.015
C 1.4021 2.4776 1.4761 -0.03 0.03 -0.01 -0.838
C -0.0033 2.9632 1.2255 0.03 -0.09 0.01 -0.587
O -0.5485 2.1371 0.1799 0.01 0.18 -0.07 -0.005
C -1.9533 2.3816 -0.0377 -0.05 -0.17 0.06 -0.544
C -2.7645 1.6428 1.0105 0.03 0.05 0.05 -1.060
O -2.1084 0.3940 1.1730 0.13 0.02 0.02 0.710
C -2.6560 -0.4503 2.1823 0.02 0.02 0.05 -1.119
C -1.6048 -1.5183 2.4627 -0.04 0.06 -0.09 -0.457
O -0.2844 -0.9451 2.3095 0.12 -0.16 0.06 0.403
C 0.0380 -0.0103 3.3563 0.00 0.04 -0.04 -0.484
C 1.3945 0.5610 3.0394 0.03 -0.05 0.00 -0.436
O 1.3816 1.0597 1.6894 0.10 -0.07 -0.06 -0.077
H 1.8530 2.9889 2.3261 -0.01 0.01 0.01 0.512
H 2.0274 2.6513 0.6006 0.04 -0.01 0.00 0.334
H -0.0064 4.0050 0.9013 0.01 0.03 0.01 0.491
H -0.6148 2.8682 2.1262 -0.02 0.01 0.00 0.313
H -2.1894 1.9788 -1.0188 0.05 0.05 -0.03 0.190
H -2.1500 3.4527 -0.0409 -0.03 0.02 0.01 0.414
H -3.7905 1.5044 0.6621 -0.02 0.02 -0.01 0.347
H -2.7942 2.1717 1.9686 -0.01 -0.01 0.02 0.512
H -3.5827 -0.9149 1.8403 -0.01 -0.02 -0.02 0.401
H -2.8736 0.1526 3.0686 -0.03 0.01 0.00 0.478
H -1.6669 -2.3125 1.7265 0.02 -0.05 0.01 0.053
H -1.7096 -1.9370 3.4633 -0.01 0.02 0.04 0.582
H 0.0417 -0.5309 4.3155 0.03 0.00 0.02 0.535
H -0.7168 0.7796 3.3791 -0.02 -0.03 0.03 0.198
H 2.1581 -0.2131 3.0753 0.06 0.00 0.01 -0.345
H 1.6623 1.3526 3.7391 -0.03 0.01 0.01 0.616
C -0.0137 1.0533 -2.6932 0.08 0.00 0.01 -0.676
C 1.2673 1.4646 -2.3117 0.16 -0.08 0.02 -0.327
C 2.3780 0.7384 -2.7307 0.01 0.03 0.07 -0.574
C 2.2118 -0.3970 -3.5158 -0.04 -0.03 -0.02 -0.595
C 0.9384 -0.8169 -3.8752 0.05 0.01 0.02 -0.443
C -0.1756 -0.0900 -3.4695 0.00 -0.04 0.01 -0.298
H -0.8621 1.6836 -2.4648 -0.03 -0.05 -0.02 0.675
H 1.4081 2.3854 -1.7592 -0.06 0.03 -0.03 0.616
H 3.3735 1.0732 -2.4677 0.00 0.01 0.00 0.510
H 3.0790 -0.9498 -3.8530 -0.01 0.01 0.00 0.489
H 0.8095 -1.6971 -4.4910 0.00 0.01 0.00 0.463
H -1.1631 -0.4065 -3.7748 0.01 0.01 0.01 0.539
Br -5.2654 -4.1807 -2.2144 0.09 0.06 0.03 -0.133
C -3.7632 -3.1713 -1.6780 -0.03 -0.06 -0.01 -0.245
C -3.7250 -1.8062 -1.9252 -0.03 0.04 -0.07 -0.900
C -2.6161 -1.0766 -1.5235 0.00 0.03 0.03 -0.665
C -1.5138 -1.6410 -0.8577 -0.07 -0.43 0.01 1.593
C -1.6104 -3.0255 -0.6421 0.17 -0.01 -0.07 -0.455
C -2.6999 -3.7901 -1.0434 -0.05 -0.06 0.02 -0.656
H -4.5515 -1.3281 -2.4357 0.02 -0.01 0.01 0.486
H -2.6345 -0.0134 -1.7665 -0.01 -0.01 0.05 0.396
H -0.8012 -3.5599 -0.1469 -0.02 0.02 -0.04 0.414
H -2.7228 -4.8569 -0.8618 -0.01 0.01 -0.01 0.504
Te 2.9747 -1.7590 -0.2585 -0.01 -0.31 0.16 0.424
C 4.2269 -1.5144 1.4362 -0.09 0.01 -0.04 0.845
C 3.8760 -1.9841 2.6964 -0.02 -0.11 -0.04 -0.707
C 4.7635 -1.8365 3.7522 0.05 0.03 0.02 -0.487
C 5.9900 -1.2134 3.5521 -0.02 -0.01 -0.03 -0.563
C 6.3376 -0.7550 2.2900 0.01 0.00 0.04 -0.656
C 5.4606 -0.9131 1.2244 -0.05 0.10 -0.04 -0.606
C 2.3256 -3.7326 0.1222 0.00 0.08 0.04 0.676
C 2.8446 -4.7624 -0.6527 0.02 0.01 -0.04 -0.759
C 2.4507 -6.0705 -0.4034 -0.02 0.00 0.03 -0.638
C 1.5514 -6.3458 0.6174 0.00 0.02 0.00 -0.565
C 1.0364 -5.3138 1.3919 0.00 -0.03 -0.01 -0.759
C 1.4167 -4.0038 1.1422 0.06 0.03 -0.02 -0.080
H 2.9417 -2.5104 2.8508 0.00 0.02 0.02 0.436
H 4.5041 -2.2206 4.7305 0.00 0.00 -0.01 0.424
H 6.6810 -1.1031 4.3770 0.00 0.00 -0.01 0.431
H 7.3002 -0.2893 2.1253 -0.01 -0.01 0.00 0.419
H 5.7497 -0.5777 0.2361 0.02 -0.01 0.00 0.436
H 3.5559 -4.5538 -1.4418 0.00 -0.01 0.01 0.470
H 2.8554 -6.8746 -1.0033 -0.01 0.01 0.00 0.421
H 1.2534 -7.3673 0.8135 0.00 0.01 -0.01 0.432
H 0.3374 -5.5290 2.1898 0.00 -0.01 0.00 0.454
H 1.0144 -3.2011 1.7503 -0.02 0.00 0.00 0.081
```
Forces are in eV/Å.

Its multiplicity is 1. As for the HOMO-LUMO gap: 7.74 eV. The calculation puts the total energy at -4421.7896 Ha. The calculation puts the energy above the lowest of the compared OMol25 structures with the same formula, charge and spin at 40.1 kJ/mol. The charge is +2.

***

Question: What is the formula in the first record?
Answer: C44H32BrN9O4RuS